Record 1
ORCA calculation (the ωB97M-V functional and the def2-TZVPD basis) on a molecular structure, C16H19BCdN6Se at a distorted geometry.

XYZ file:
```
44
Properties=species:S:1:pos:R:3:forces:R:3:mulliken_charge:R:1
H -0.42857 0.22759 3.72478 -0.2 0.2 -0.1 0.463
N -1.19359 -0.68908 1.96957 0.5 -0.7 0.7 -0.698
B -2.14027 -2.49067 0.35628 0.9 -0.2 -0.3 0.502
N -1.91663 -1.84214 1.75533 -0.1 1.0 0.5 0.323
C -2.33084 -2.33528 2.93905 0.7 0.7 -0.1 -0.197
Cd -1.30250 1.29032 0.87672 0.7 -0.4 -0.3 0.747
H -2.93344 -3.23203 2.96174 0.1 0.1 0.1 0.434
C -1.81112 -1.52803 3.95395 0.1 -0.4 -0.1 -0.837
H -1.95341 -1.64306 5.01237 0.0 -0.1 0.1 0.385
C -1.05029 -0.54870 3.30719 -1.2 -0.8 -0.8 -0.048
H -2.94508 -3.38055 0.44533 -0.1 0.2 0.0 -0.155
C 2.39819 0.55208 -2.11024 -0.1 0.0 -0.1 -0.905
H 2.64735 1.58847 -2.36748 0.1 -0.3 0.1 0.276
H 1.37774 0.52002 -1.72545 0.0 -0.1 -0.1 0.079
H 2.46746 -0.07740 -3.01012 0.0 0.2 0.4 0.309
N -0.81613 -3.13308 -0.20723 0.6 0.9 -0.1 0.338
N -2.66725 -1.37989 -0.59924 -0.4 1.2 0.0 -0.042
N 0.27496 -2.32511 -0.42852 -0.1 -0.4 0.0 -0.608
N -2.16875 -0.09924 -0.68582 0.0 -0.1 -1.2 -0.050
C -0.51941 -4.41639 -0.53842 0.7 0.4 -0.1 -0.319
C -3.64924 -1.53152 -1.50637 0.6 0.5 0.1 -0.182
H -1.24896 -5.20342 -0.44346 0.0 0.0 0.0 0.429
H -4.20325 -2.45776 -1.54139 0.1 0.1 -0.1 0.436
C 0.80615 -4.45021 -0.97627 -0.8 0.3 0.3 -0.813
C -3.74572 -0.36650 -2.25858 0.1 -0.1 -0.1 -0.889
C 1.25271 -3.11567 -0.88227 -1.0 -0.2 0.3 -0.162
C -2.76342 0.49256 -1.75331 -0.5 -1.5 1.0 -0.261
H 1.36976 -5.29706 -1.30633 0.1 -0.3 -0.1 0.378
H -4.43562 -0.17184 -3.05737 0.0 0.0 -0.1 0.377
H 2.24192 -2.73761 -1.12925 -0.4 0.1 0.1 0.389
H -2.46371 1.46422 -2.10591 0.0 0.2 0.2 0.421
H 3.04927 0.17316 -1.31805 0.1 0.1 -0.2 0.231
Se -0.37750 3.61976 1.42460 -1.3 -0.8 0.3 -0.301
C 1.32418 3.66989 0.64056 1.8 0.2 -0.8 -0.023
C 2.46693 3.11127 1.26066 -0.6 0.5 -0.2 -0.176
C 3.74308 3.46413 0.82981 0.2 0.1 -0.4 -0.476
C 3.91729 4.33593 -0.25430 -0.4 0.0 0.0 -0.380
C 2.78728 4.84341 -0.91339 0.4 -0.1 0.0 -0.493
C 1.50700 4.50255 -0.48516 0.1 -0.2 0.6 -0.293
H 2.33666 2.45309 2.11756 0.0 0.1 -0.1 0.356
H 4.62416 3.06753 1.33974 -0.3 0.1 -0.1 0.349
H 4.92245 4.62805 -0.58216 -0.5 -0.2 0.2 0.364
H 2.91869 5.52191 -1.76368 -0.1 -0.3 0.3 0.334
H 0.63145 4.92631 -0.96543 0.1 0.0 0.0 0.388
```
Positions in Å, forces in eV/Å.

## Properties
F_max   1.937 eV Å⁻¹
Net charge   0
E_tot   -3543.70945 a.u.

---

Record 2
ORCA calculation (the ωB97M-V functional and the def2-TZVPD basis) on 2 unconnected molecules or ions with the total composition C3H9NO2S at a distorted geometry.

XYZ file:
```
16
Properties=species:S:1:pos:R:3:forces:R:3:mulliken_charge:R:1
N 0.50311 -1.04817 -0.14398 -2.3 -0.1 -0.7 -0.610
C 1.21795 0.15038 0.26028 -0.5 -1.1 2.2 0.179
C 1.37244 0.08107 1.82698 0.0 0.0 -1.3 -0.089
O 1.35794 1.03888 2.53245 0.0 0.4 0.6 -0.453
C 0.38289 1.36166 -0.11851 -0.7 -0.1 -0.5 -0.807
S 0.84719 1.94111 -1.78217 -0.1 0.7 0.3 -0.222
H 0.69987 -2.02607 -0.01492 1.6 0.1 0.2 0.235
H -0.45419 -1.02186 0.21781 0.3 0.5 -0.2 0.160
H 2.19973 0.20213 -0.19143 0.2 0.0 -0.1 0.432
H 1.40455 -0.95587 2.22130 0.1 0.0 0.1 0.306
H -0.68810 1.14300 -0.15649 0.1 -0.6 -0.2 0.333
H 0.32067 2.11402 0.66731 1.1 0.4 -0.3 0.391
H 0.24980 0.95326 -2.45591 0.0 -0.1 0.1 0.134
O -3.28394 -1.67249 -1.07213 -0.1 0.9 0.3 -0.653
H -2.36597 -1.41909 -0.90932 -0.1 -0.2 -0.2 0.340
H -3.76394 -0.84198 -0.88129 0.2 -0.7 -0.2 0.324
```
Positions in Å, forces in eV/Å.

## Properties
F_max   2.476 eV Å⁻¹
Net charge   0
Energy above the lowest of the compared OMol25 structures with the same formula, charge and spin   223.6 kJ/mol
SMILES string   N[C@H](C=O)CS.O

---

Q: Among the records above, which one has the lowest F_max?
A: C16H19BCdN6Se